(1)
{
  "formula": "C39H36GeN3O2SeSiV",
  "method": "ωB97M-V/def2-TZVPD",
  "e_homo_ev": [-1.0, -0.6],
  "lumo_energy_ev": [4.5, 4.5],
  "multiplicity": 3,
  "max_force_ev_per_a": 1.0,
  "total_charge": -2,
  "orbital_gap_ev": [5.44, 5.06],
  "species": ["V", "O", "C", "C", "C", "C", "C", "C", "C", "O", "N", "N", "C", "C", "C", "C", "C", "C", "N", "H", "H", "H", "H", "H", "H", "H", "H", "H", "H", "Se", "C", "C", "C", "C", "C", "C", "Ge", "C", "C", "C", "C", "C", "C", "C", "C", "C", "C", "C", "C", "H", "H", "H", "H", "H", "H", "H", "H", "H", "H", "H", "H", "H", "H", "H", "C", "Si", "C", "C", "C", "C", "C", "C", "C", "H", "H", "H", "H", "H", "H", "H", "H", "H", "H", "H"],
  "positions_angstrom": [[-0.1880, 1.4394, -0.1833], [0.2016, 1.2265, -4.6381], [-1.1096, 1.1008, -4.9011], [-1.4825, 0.8672, -6.2266], [-2.8136, 0.7197, -6.5656], [-3.7987, 0.7999, -5.5884], [-3.4288, 1.0291, -4.2749], [-2.0955, 1.1919, -3.9043], [-1.7502, 1.4442, -2.4823], [-0.4704, 1.5728, -2.1882], [-2.6829, 1.5565, -1.5857], [-2.0559, 1.7669, -0.3742], [-2.6775, 2.5365, 0.5772], [-1.7971, 3.2672, 1.3277], [-2.1616, 4.1923, 2.3671], [-1.2365, 4.9920, 2.9416], [0.1328, 4.8694, 2.5456], [0.4450, 3.9246, 1.6114], [-0.4378, 3.1201, 0.9876], [0.2599, 1.3677, -3.6554], [-0.6947, 0.7938, -6.9639], [-3.0878, 0.5296, -7.5977], [-4.8429, 0.6689, -5.8451], [-4.1697, 1.0779, -3.4898], [-3.7556, 2.6435, 0.6033], [-3.2028, 4.2367, 2.6683], [-1.5281, 5.7024, 3.7080], [0.9120, 5.4745, 2.9876], [1.4798, 3.7509, 1.3325], [1.8310, 0.7584, 1.5966], [0.9579, -5.0501, 1.7450], [1.9737, -4.1311, 1.5205], [1.7340, -2.9912, 0.7697], [0.4838, -2.7397, 0.2035], [-0.5143, -3.6860, 0.4211], [-0.2910, -4.8218, 1.1890], [0.1789, -1.0919, -0.8771], [1.8893, -1.1529, -1.9423], [2.5960, 0.0025, -2.2533], [3.7677, -0.0277, -2.9984], [4.2705, -1.2369, -3.4550], [3.5877, -2.4082, -3.1535], [2.4201, -2.3568, -2.4082], [-1.1179, -1.7602, -2.2512], [-0.7979, -2.1166, -3.5579], [-1.7757, -2.4817, -4.4738], [-3.1078, -2.5148, -4.0968], [-3.4526, -2.1672, -2.7990], [-2.4692, -1.7837, -1.9009], [1.1411, -5.9364, 2.3430], [2.9577, -4.2894, 1.9499], [2.5328, -2.2756, 0.6256], [-1.4935, -3.5447, -0.0273], [-1.0961, -5.5332, 1.3435], [2.2318, 0.9732, -1.9137], [4.2845, 0.8990, -3.2198], [5.1842, -1.2657, -4.0378], [3.9661, -3.3641, -3.4990], [1.9069, -3.2862, -2.1788], [0.2342, -2.0789, -3.8866], [-1.4937, -2.7190, -5.4934], [-3.8744, -2.7789, -4.8170], [-4.4935, -2.1558, -2.4943], [-2.7657, -1.4515, -0.9104], [0.5118, -1.5422, 3.7665], [0.7399, 0.2986, 3.4759], [-0.9420, 1.0962, 3.6422], [1.7476, 0.9408, 4.9591], [1.8054, 2.3101, 5.2295], [2.5369, 2.8110, 6.2933], [3.2443, 1.9486, 7.1209], [3.2088, 0.5871, 6.8701], [2.4667, 0.0977, 5.8030], [0.0774, -1.7302, 4.7514], [1.4405, -2.0949, 3.6766], [-0.1616, -1.9418, 3.0078], [-1.4585, 0.7200, 4.5286], [-1.5567, 0.8701, 2.7716], [-0.8777, 2.1795, 3.7119], [1.2775, 3.0010, 4.5810], [2.5604, 3.8792, 6.4748], [3.8203, 2.3394, 7.9508], [3.7602, -0.0973, 7.5047], [2.4494, -0.9710, 5.6250]]
}


(2)
{
  "formula": "C39H36NO6S2",
  "method": "ωB97M-V/def2-TZVPD",
  "e_homo_ev": -2.4,
  "lumo_energy_ev": 0.8,
  "max_force_ev_per_a": 2.7,
  "total_charge": -1,
  "orbital_gap_ev": 3.13,
  "species": ["C", "C", "C", "C", "O", "C", "C", "N", "C", "C", "C", "C", "C", "C", "C", "C", "C", "C", "C", "C", "C", "O", "H", "H", "H", "H", "H", "H", "H", "H", "H", "H", "H", "H", "H", "H", "H", "H", "H", "H", "H", "H", "C", "C", "C", "C", "S", "C", "C", "C", "C", "C", "C", "C", "C", "S", "C", "C", "C", "C", "C", "C", "O", "O", "O", "O", "C", "C", "H", "H", "H", "H", "H", "H", "H", "H", "H", "H", "H", "H", "H", "H", "H", "H"],
  "positions_angstrom": [[4.8789, 3.9657, 3.1833], [5.0213, 2.4567, 3.0282], [5.4958, 2.0763, 1.6236], [6.0426, 1.9872, 4.0467], [3.7419, 1.7678, 3.3606], [2.5757, 2.0575, 2.7195], [1.3824, 1.3113, 3.3031], [0.3337, 1.9770, 3.6503], [-0.7718, 1.5309, 4.2762], [-1.9877, 2.3199, 4.3325], [-3.2440, 1.7174, 4.5881], [-4.4083, 2.4586, 4.4642], [-4.3373, 3.8302, 4.1941], [-3.0954, 4.4604, 4.0407], [-1.9301, 3.6938, 4.0410], [-0.6897, 0.1220, 4.7274], [-1.1000, -0.8848, 3.8443], [-0.4504, -2.1085, 3.8958], [0.4988, -2.3751, 4.8801], [0.6763, -1.4667, 5.9365], [0.0487, -0.2248, 5.8799], [2.4562, 2.7915, 1.7549], [4.5815, 4.2107, 4.2172], [5.8575, 4.4502, 3.0191], [4.1673, 4.4023, 2.4742], [5.7062, 0.9936, 1.5966], [4.7395, 2.3497, 0.8728], [6.4330, 2.5878, 1.3586], [6.1365, 0.9023, 4.0486], [7.0289, 2.3955, 3.8161], [5.7780, 2.3269, 5.0500], [1.5029, 0.2185, 3.4237], [-3.2905, 0.6679, 4.8691], [-5.3756, 1.9801, 4.6080], [-5.2546, 4.4108, 4.1226], [-3.0389, 5.5452, 3.9293], [-0.9581, 4.1350, 3.8287], [-1.8327, -0.6607, 3.0757], [-0.6551, -2.8792, 3.1630], [1.0970, -3.2868, 4.7956], [1.3121, -1.7294, 6.7869], [0.1646, 0.5127, 6.6758], [-5.3762, -1.6031, -0.4211], [-4.6879, -1.0647, 0.6738], [-3.9854, -1.9126, 1.5360], [-3.8539, -3.2691, 1.2162], [-2.7996, -4.3363, 2.1995], [-1.1059, -4.2632, 1.6161], [-0.3920, -3.2264, 1.0115], [0.4365, -3.5919, -0.1500], [1.8372, -3.4060, -0.1825], [2.6180, -4.0762, -1.1283], [2.0247, -4.8952, -2.1031], [0.6247, -4.9789, -2.1710], [-0.1459, -4.3162, -1.2190], [-0.1425, -5.7474, 2.0474], [-0.9270, -6.5761, 3.4448], [-0.7330, -6.0910, 4.7378], [-1.3525, -6.7200, 5.8188], [-2.1111, -7.8789, 5.6188], [-2.1940, -8.4326, 4.3372], [-1.6062, -7.7833, 3.2526], [-0.2811, -6.6995, 0.9704], [1.1563, -5.2706, 2.4828], [-2.8318, -3.8555, 3.5673], [-3.2815, -5.6676, 1.8980], [-4.5762, -3.8150, 0.1470], [-5.3549, -2.9820, -0.6603], [-5.9596, -0.9509, -1.0701], [-4.7022, 0.0085, 0.8807], [-3.5280, -1.5341, 2.4484], [-0.5756, -2.1946, 1.2763], [2.3179, -2.8181, 0.6006], [3.7104, -3.9892, -1.1013], [2.6395, -5.4843, -2.8017], [0.1313, -5.5928, -2.9361], [-1.2332, -4.4099, -1.2174], [-0.1158, -5.2093, 4.8894], [-1.2380, -6.3008, 6.8207], [-2.6189, -8.3604, 6.4595], [-2.7270, -9.3716, 4.1741], [-1.6903, -8.2073, 2.2574], [-4.5249, -4.8866, -0.0473], [-5.9449, -3.4270, -1.4660]]
}


(3)
{
  "formula": "C39H37AlAsOP2S",
  "method": "ωB97M-V/def2-TZVPD",
  "e_homo_ev": -16.8,
  "lumo_energy_ev": -8.6,
  "max_force_ev_per_a": 0.5,
  "total_charge": 3,
  "orbital_gap_ev": 8.26,
  "species": ["Al", "O", "S", "C", "C", "C", "C", "C", "C", "P", "C", "C", "C", "C", "C", "C", "C", "C", "C", "C", "C", "C", "C", "C", "C", "C", "C", "C", "P", "C", "C", "C", "C", "C", "C", "C", "C", "C", "C", "C", "C", "H", "H", "H", "H", "H", "H", "H", "H", "H", "H", "H", "H", "H", "H", "H", "H", "H", "H", "H", "H", "H", "H", "H", "H", "H", "H", "H", "H", "C", "As", "C", "C", "H", "H", "H", "H", "H", "H", "H", "H", "H"],
  "positions_angstrom": [[-0.0484, -0.2941, -0.7533], [-0.2044, 1.2543, -1.6658], [-0.3562, 2.1992, -0.3748], [1.0849, 3.1717, -0.3973], [1.1524, 4.5452, -0.5329], [2.3972, 5.1539, -0.4126], [3.5242, 4.3869, -0.1742], [3.4347, 3.0012, -0.0538], [2.2072, 2.3596, -0.1229], [2.1653, 0.5059, -0.0059], [3.4041, 0.0001, -1.2067], [3.2427, 0.4191, -2.5326], [4.1676, 0.0343, -3.4883], [5.2500, -0.7622, -3.1257], [5.4044, -1.1828, -1.8123], [4.4792, -0.8085, -0.8460], [2.6237, -0.0697, 1.6255], [1.8136, -1.0321, 2.2318], [2.1403, -1.5511, 3.4753], [3.2856, -1.1055, 4.1217], [4.1024, -0.1509, 3.5254], [3.7788, 0.3639, 2.2821], [-1.9838, 2.7833, -0.5738], [-2.4156, 4.0075, -1.0470], [-3.7854, 4.1949, -1.1979], [-4.6665, 3.1654, -0.9086], [-4.2062, 1.9254, -0.4676], [-2.8521, 1.7132, -0.2719], [-2.2492, 0.0642, 0.3456], [-2.4145, 0.1336, 2.1237], [-1.2666, 0.3419, 2.8900], [-1.3711, 0.5116, 4.2616], [-2.6189, 0.4765, 4.8682], [-3.7658, 0.2881, 4.1063], [-3.6722, 0.1257, 2.7347], [-3.3173, -1.1450, -0.4533], [-3.2590, -1.1567, -1.8534], [-4.0581, -2.0265, -2.5764], [-4.9052, -2.9042, -1.9058], [-4.9492, -2.9109, -0.5199], [-4.1619, -2.0294, 0.2126], [0.2740, 5.1397, -0.7270], [2.4800, 6.2266, -0.5205], [4.4903, 4.8656, -0.0876], [4.3406, 2.4238, 0.0781], [2.4120, 1.0580, -2.8151], [4.0546, 0.3620, -4.5129], [5.9798, -1.0486, -3.8710], [6.2476, -1.8014, -1.5363], [4.6026, -1.1447, 0.1753], [0.9136, -1.3947, 1.7359], [1.5072, -2.2945, 3.9402], [3.5465, -1.5046, 5.0927], [4.9969, 0.1878, 4.0299], [4.4314, 1.0987, 1.8303], [-1.7270, 4.7961, -1.3053], [-4.1572, 5.1448, -1.5566], [-5.7293, 3.3207, -1.0376], [-4.9148, 1.1272, -0.2812], [-0.2885, 0.3780, 2.4237], [-0.4813, 0.6722, 4.8553], [-2.7021, 0.6087, 5.9386], [-4.7372, 0.2753, 4.5814], [-4.5788, 0.0210, 2.1544], [-2.6378, -0.4414, -2.3918], [-4.0405, -2.0093, -3.6584], [-5.5361, -3.5791, -2.4686], [-5.6025, -3.5995, -0.0016], [-4.1955, -2.0612, 1.2918], [-0.4211, -3.2163, -3.2122], [0.1902, -2.6593, -1.4746], [-0.7276, -3.7840, -0.1950], [2.0357, -3.2012, -1.3933], [-0.0961, -4.2487, -3.3381], [0.0133, -2.5943, -3.9916], [-1.5060, -3.1600, -3.2455], [0.0116, -4.2384, 0.4621], [-1.2510, -4.5622, -0.7484], [-1.4496, -3.2186, 0.3903], [2.0674, -4.2711, -1.5990], [2.4336, -3.0080, -0.3981], [2.6202, -2.6624, -2.1365]]
}